(1)
# C21H26N2O2

A single C21H26N2O2 molecule (wB97M-V/def2-TZVPD, the Open Molecules 2025 dataset).

For the frontier orbital gap, the calculation gives 9.43 eV. Its charge is 0. As for the SMILES: C/C(CCC(C)C)=N\NC(=O)COc1ccccc1-c1ccccc1. As for the maximum force: 0.018 Eh/bohr.

Geometry (Å):
1 C -0.77 -0.18 -0.82
2 C -1.61 0.38 0.27
3 N -1.20 0.82 1.39
4 N 0.12 0.74 1.76
5 C 0.94 -0.33 1.73
6 O 0.64 -1.44 1.32
7 C 2.32 -0.02 2.31
8 O 2.76 1.29 1.99
9 C 2.64 1.71 0.68
10 C 2.15 3.00 0.52
11 C 1.95 3.53 -0.74
12 C 2.21 2.76 -1.86
13 C 2.72 1.48 -1.70
14 C 2.96 0.94 -0.44
15 C 3.61 -0.38 -0.37
16 C 4.81 -0.54 0.32
17 C 5.44 -1.77 0.35
18 C 4.88 -2.85 -0.30
19 C 3.69 -2.71 -0.99
20 C 3.06 -1.48 -1.04
21 H 2.13 -1.36 -1.57
22 H 3.25 -3.55 -1.50
23 H 5.37 -3.81 -0.27
24 H 6.37 -1.88 0.89
25 H 5.24 0.31 0.83
26 H 2.95 0.89 -2.57
27 H 2.03 3.15 -2.85
28 H 1.57 4.54 -0.85
29 H 1.94 3.58 1.40
30 H 3.02 -0.80 1.97
31 H 2.27 -0.05 3.40
32 H 0.40 1.53 2.33
33 C -3.09 0.46 0.05
34 H -3.28 0.92 -0.92
35 H -3.53 1.07 0.83
36 C -3.70 -0.95 0.08
37 H -3.22 -1.56 -0.69
38 H -3.46 -1.40 1.05
39 C -5.21 -1.00 -0.14
40 C -5.61 -0.49 -1.52
41 H -5.44 0.58 -1.61
42 H -5.05 -1.00 -2.30
43 H -6.67 -0.67 -1.70
44 C -5.98 -0.24 0.95
45 H -7.04 -0.43 0.86
46 H -5.81 0.83 0.86
47 H -5.66 -0.57 1.94
48 H -5.50 -2.06 -0.07
49 H -0.42 -1.18 -0.54
50 H -1.32 -0.24 -1.76
51 H 0.12 0.44 -0.96



(2)
# C21H26N2O5

2 unconnected molecules or ions with the total composition C21H26N2O5 (wB97M-V/def2-TZVPD, the Open Molecules 2025 dataset).

For the frontier orbital gap, the calculation gives 8.62 eV. Its charge is 0. As for the SMILES: C=CCc1ccc(Oc2ccccc2)c(O)c1.CNC(=O)[C@H](CO)NC(C)=O. As for the maximum force: 0.056 Eh/bohr.

Geometry (Å):
1 O -0.41 0.97 -5.63
2 O 0.78 -1.48 -1.14
3 O 0.13 1.93 1.01
4 O 0.15 2.87 3.69
5 O 0.89 2.00 -3.44
6 C -1.23 0.31 -5.00
7 C 0.58 -1.59 -2.34
8 C -0.65 -2.24 5.64
9 C -1.97 -1.91 5.85
10 C 4.28 1.62 0.51
11 C 3.64 0.75 1.40
12 C 3.53 2.58 -0.18
13 C 2.26 0.84 1.59
14 C 2.15 2.67 0.02
15 C -1.22 0.08 1.70
16 C -1.92 -0.61 2.70
17 C -1.22 1.02 4.33
18 C 1.49 1.80 0.91
19 C -0.52 1.25 2.02
20 C -0.52 1.72 3.34
21 C -1.94 -0.14 4.02
22 N 0.45 -2.82 -2.85
23 N -0.93 -0.32 -3.87
24 C -2.66 0.20 -5.49
25 C -2.74 -0.86 5.08
26 C 0.24 -3.20 -4.25
27 C 0.70 0.95 -2.51
28 C 0.41 -0.36 -3.26
29 H 0.04 3.04 4.64
30 H 0.41 1.79 -4.26
31 H -0.04 -1.77 4.87
32 H -0.16 -3.00 6.24
33 H -2.49 -2.43 6.65
34 H 5.35 1.55 0.35
35 H 4.22 0.01 1.93
36 H 4.02 3.26 -0.88
37 H 1.79 0.14 2.28
38 H 1.57 3.40 -0.52
39 H -1.20 -0.28 0.68
40 H -2.46 -1.51 2.43
41 H -1.22 1.39 5.35
42 H 0.57 -3.56 -2.17
43 H -1.67 -0.81 -3.40
44 H -2.72 0.63 -6.49
45 H -2.95 -0.85 -5.52
46 H -3.31 0.74 -4.81
47 H -3.12 -0.12 5.79
48 H -3.60 -1.34 4.61
49 H 0.86 -2.60 -4.91
50 H -0.81 -3.06 -4.52
51 H 0.50 -4.25 -4.39
52 H -0.13 1.19 -1.84
53 H 1.61 0.84 -1.93
54 H 1.16 -0.46 -4.04



(3)
# C21H26N4O3ReS

A molecular structure, C21H26N4O3ReS (wB97M-V/def2-TZVPD, the Open Molecules 2025 dataset).

For the frontier orbital gap (spin up / spin down), the calculation gives 6.77 / 5.68 eV. Its charge is +2. As for the maximum force: 0.062 Eh/bohr. The multiplicity is 4. The expectation value of S² is 3.780.

Geometry (Å):
1 Re 0.58 0.10 0.08
2 C 3.48 2.86 -1.63
3 O 2.59 3.61 -2.44
4 C 1.27 3.66 -2.24
5 C 0.60 4.67 -2.95
6 C -0.76 4.88 -2.81
7 C -1.49 4.12 -1.91
8 C -0.87 3.09 -1.19
9 C -1.60 2.42 -0.18
10 N -1.18 1.41 0.54
11 N -1.87 1.05 1.60
12 C -1.31 0.07 2.28
13 O -0.17 -0.39 1.84
14 C -1.91 -0.52 3.45
15 C -1.11 -1.28 4.32
16 C -1.67 -1.91 5.40
17 C -3.04 -1.81 5.63
18 C -3.84 -1.04 4.79
19 C -3.28 -0.39 3.71
20 C 0.51 2.79 -1.41
21 O 1.06 1.73 -0.87
22 H 4.41 3.43 -1.60
23 H 3.68 1.89 -2.09
24 H 3.11 2.74 -0.61
25 H 1.20 5.29 -3.60
26 H -1.24 5.66 -3.38
27 H -2.54 4.31 -1.77
28 H -2.57 2.83 0.09
29 H -0.04 -1.33 4.14
30 H -1.05 -2.49 6.07
31 H -3.49 -2.33 6.46
32 H -4.90 -0.96 4.98
33 H -3.88 0.22 3.05
34 C 2.02 -2.79 -0.54
35 C 2.83 -1.72 -1.27
36 N 1.96 -0.60 -1.66
37 C 1.23 -0.76 -2.93
38 C 0.04 -1.72 -2.90
39 S -1.16 -1.45 -1.53
40 C -1.05 -3.02 -0.59
41 C -0.11 -3.01 0.62
42 N 1.09 -2.17 0.43
43 H 2.70 -3.50 -0.04
44 H 1.44 -3.36 -1.26
45 H 3.32 -2.17 -2.14
46 H 3.60 -1.33 -0.60
47 H 2.58 0.20 -1.81
48 H 1.91 -1.09 -3.73
49 H 0.86 0.24 -3.21
50 H 0.36 -2.76 -2.88
51 H -0.53 -1.57 -3.82
52 H -0.81 -3.80 -1.30
53 H -2.07 -3.20 -0.23
54 H 0.19 -4.05 0.82
55 H -0.64 -2.64 1.50
56 H 1.56 -2.11 1.34



(4)
# C21H26N4O3S3

A single C21H26N4O3S3 molecule (wB97M-V/def2-TZVPD, the Open Molecules 2025 dataset).

For the frontier orbital gap, the calculation gives 7.91 eV. Its charge is 0. As for the SMILES: CCCN(CCC)C(=O)CSc1nc2c(sc(=S)n2-c2ccc(OCC)cc2)c(=O)[nH]1. As for the maximum force: 0.032 Eh/bohr.

Geometry (Å):
1 C 1.36 3.78 3.61
2 C 1.98 2.72 2.70
3 H 1.18 2.18 2.19
4 H 2.59 3.21 1.94
5 C 2.85 1.76 3.51
6 N 3.50 0.74 2.71
7 C 2.90 -0.33 2.18
8 O 3.50 -1.14 1.48
9 C 1.42 -0.56 2.44
10 H 1.02 -0.01 3.29
11 H 1.25 -1.63 2.58
12 S 0.40 -0.02 1.00
13 C 0.48 -1.40 -0.08
14 N -0.54 -1.50 -0.88
15 C -0.51 -2.54 -1.73
16 C 0.49 -3.48 -1.76
17 C 1.63 -3.38 -0.88
18 O 2.58 -4.11 -0.79
19 N 1.52 -2.24 -0.05
20 H 2.36 -2.04 0.53
21 S 0.19 -4.69 -2.98
22 C -1.32 -3.88 -3.42
23 S -2.35 -4.43 -4.56
24 N -1.50 -2.76 -2.65
25 C -2.61 -1.89 -2.79
26 C -3.37 -1.58 -1.67
27 C -4.46 -0.73 -1.78
28 C -4.80 -0.19 -3.02
29 C -4.02 -0.51 -4.14
30 C -2.94 -1.35 -4.02
31 H -2.35 -1.59 -4.89
32 H -4.29 -0.08 -5.09
33 O -5.83 0.66 -3.25
34 C -6.75 0.97 -2.22
35 C -7.74 -0.17 -1.97
36 H -8.28 -0.40 -2.89
37 H -8.46 0.13 -1.21
38 H -7.23 -1.07 -1.64
39 H -6.22 1.24 -1.30
40 H -7.28 1.85 -2.59
41 H -5.03 -0.51 -0.90
42 H -3.12 -2.00 -0.71
43 C 4.92 0.92 2.45
44 C 5.22 2.03 1.44
45 C 6.70 2.07 1.10
46 H 6.90 2.87 0.40
47 H 7.01 1.13 0.66
48 H 7.29 2.24 2.00
49 H 4.63 1.85 0.54
50 H 4.91 3.00 1.86
51 H 5.43 1.12 3.40
52 H 5.29 -0.03 2.05
53 H 2.25 1.29 4.30
54 H 3.64 2.33 4.01
55 H 0.75 4.46 3.03
56 H 2.14 4.36 4.11
57 H 0.74 3.32 4.37



(5)
# C21H26N4O4

A single C21H26N4O4 molecule (wB97M-V/def2-TZVPD, the Open Molecules 2025 dataset).

For the frontier orbital gap, the calculation gives 8.11 eV. Its charge is 0. As for the SMILES: COc1cc(N(C)C)c([N+](=O)[O-])cc1C(=O)N1CCN(Cc2ccccc2)CC1. As for the maximum force: 0.025 Eh/bohr.

Geometry (Å):
1 C -1.72 2.97 -2.62
2 H -2.37 3.33 -3.42
3 H -1.42 3.80 -1.99
4 O -2.49 2.02 -1.91
5 C -2.07 1.54 -0.72
6 C -3.02 0.77 -0.05
7 C -2.78 0.18 1.19
8 N -3.67 -0.70 1.73
9 C -3.27 -1.78 2.58
10 H -3.84 -2.67 2.32
11 H -2.21 -2.00 2.44
12 H -3.43 -1.55 3.64
13 C -5.04 -0.74 1.28
14 H -5.16 -1.38 0.39
15 H -5.39 0.26 1.04
16 H -5.66 -1.14 2.08
17 C -1.55 0.50 1.82
18 C -0.58 1.20 1.11
19 C -0.79 1.71 -0.16
20 C 0.38 2.40 -0.78
21 O 0.65 3.57 -0.57
22 N 1.16 1.60 -1.54
23 C 0.86 0.19 -1.75
24 H -0.11 0.08 -2.25
25 C 1.96 -0.44 -2.60
26 N 3.29 -0.29 -2.05
27 C 3.50 1.02 -1.44
28 C 2.48 2.03 -1.94
29 H 2.54 2.14 -3.02
30 H 2.65 3.01 -1.48
31 H 3.41 0.97 -0.34
32 H 4.51 1.35 -1.68
33 C 3.75 -1.41 -1.23
34 C 2.87 -1.75 -0.05
35 C 3.03 -1.11 1.18
36 C 2.15 -1.35 2.22
37 C 1.12 -2.26 2.06
38 C 0.97 -2.93 0.86
39 C 1.84 -2.68 -0.19
40 H 1.73 -3.21 -1.12
41 H 0.18 -3.66 0.73
42 H 0.45 -2.45 2.88
43 H 2.27 -0.83 3.16
44 H 3.85 -0.42 1.32
45 H 3.83 -2.28 -1.89
46 H 4.76 -1.15 -0.89
47 H 1.74 -1.50 -2.74
48 H 1.95 0.02 -3.60
49 H 0.79 -0.33 -0.78
50 H 0.37 1.39 1.60
51 N -1.30 0.31 3.20
52 O -2.26 0.24 3.96
53 O -0.14 0.28 3.58
54 H -3.95 0.61 -0.57
55 H -0.83 2.51 -3.06



(6)
# C21H26N4O5PS

3 unconnected molecules or ions with the total composition C21H26N4O5PS (wB97M-V/def2-TZVPD, the Open Molecules 2025 dataset).

For the frontier orbital gap, the calculation gives 6.87 eV. Its charge is +1. As for the maximum force: 0.104 Eh/bohr.

Geometry (Å):
1 C -0.87 1.09 1.51
2 O 0.03 1.04 0.38
3 C -0.67 1.02 -0.88
4 C -1.59 -0.30 -1.08
5 C -0.86 -1.59 -1.50
6 P 1.03 -1.68 -1.84
7 C 1.92 -2.63 -0.47
8 O 1.28 -2.63 -3.27
9 C -1.76 -2.88 -1.65
10 O -1.25 -4.15 -2.02
11 C -3.32 -2.80 -1.42
12 N -4.16 -4.01 -1.57
13 C -4.79 -4.26 -0.44
14 S -5.78 -3.98 0.88
15 C -3.90 -1.39 -1.03
16 O -5.31 -1.27 -0.85
17 N -3.04 -0.21 -0.86
18 C -3.74 1.06 -0.49
19 C -4.18 1.75 -1.91
20 O -5.57 2.16 -1.91
21 H -1.58 0.21 1.61
22 H -0.20 1.07 2.45
23 H -1.48 2.05 1.59
24 H 0.14 0.94 -1.71
25 H -1.24 2.00 -1.11
26 H 2.82 -3.20 -0.90
27 H 2.35 -1.91 0.32
28 H 1.23 -3.34 0.13
29 H 0.63 -2.37 -3.96
30 H -0.70 -4.53 -1.29
31 H -5.49 -1.17 0.12
32 H -4.64 0.91 0.21
33 H -3.07 1.83 0.02
34 H -3.45 2.60 -2.18
35 H -4.05 0.95 -2.73
36 H -5.58 2.96 -2.50
37 N 2.32 2.41 -2.26
38 C 3.35 3.01 -2.88
39 C 4.53 3.37 -2.25
40 C 4.65 3.10 -0.89
41 C 3.61 2.48 -0.23
42 C 2.47 2.16 -0.95
43 H 3.20 3.21 -3.94
44 H 5.32 3.85 -2.80
45 H 5.56 3.37 -0.36
46 H 3.67 2.26 0.83
47 H 1.62 1.67 -0.47
48 N 1.43 -0.78 3.44
49 C 2.46 -0.18 2.82
50 C 3.64 0.18 3.46
51 C 3.76 -0.09 4.81
52 C 2.72 -0.71 5.48
53 C 1.58 -1.04 4.75
54 H 2.31 0.02 1.77
55 H 4.44 0.66 2.91
56 H 4.67 0.17 5.34
57 H 2.78 -0.94 6.53
58 H 0.73 -1.52 5.23



(7)
# C21H26N4O7S

A single C21H26N4O7S molecule (wB97M-V/def2-TZVPD, the Open Molecules 2025 dataset).

For the frontier orbital gap, the calculation gives 7.80 eV. Its charge is 0. As for the SMILES: CCN(CC)S(=O)(=O)c1ccc(O)c(NC(=O)c2ccc(N3CCOCC3)c([N+](=O)[O-])c2)c1. As for the maximum force: 0.026 Eh/bohr.

Geometry (Å):
1 C 4.91 1.72 0.21
2 H 5.65 2.30 -0.34
3 H 4.05 2.35 0.41
4 H 5.34 1.39 1.15
5 C 4.47 0.52 -0.62
6 N 3.51 -0.28 0.12
7 S 1.91 0.16 0.03
8 O 1.85 1.56 -0.28
9 O 1.14 -0.71 -0.83
10 C 1.35 -0.07 1.70
11 C 2.00 0.53 2.76
12 C 1.44 0.44 4.03
13 C 0.20 -0.16 4.21
14 C -0.48 -0.73 3.12
15 C 0.15 -0.73 1.88
16 H -0.29 -1.22 1.03
17 N -1.75 -1.25 3.32
18 C -2.81 -1.30 2.43
19 O -3.83 -1.88 2.73
20 C -2.60 -0.58 1.14
21 C -2.80 -1.23 -0.06
22 C -2.49 -0.61 -1.26
23 C -1.90 0.68 -1.30
24 N -1.37 1.21 -2.43
25 C -1.24 2.63 -2.67
26 H -1.72 3.20 -1.88
27 C 0.23 3.01 -2.82
28 O 0.79 2.29 -3.90
29 C 0.70 0.90 -3.66
30 H 1.14 0.41 -4.52
31 C -0.74 0.41 -3.45
32 H -0.68 -0.63 -3.14
33 H -1.31 0.48 -4.39
34 H 1.28 0.65 -2.75
35 H 0.34 4.06 -3.07
36 H 0.78 2.78 -1.90
37 H -1.75 2.84 -3.62
38 C -1.85 1.37 -0.06
39 C -2.18 0.75 1.12
40 H -2.09 1.31 2.04
41 H -1.47 2.38 -0.03
42 N -2.93 -1.28 -2.44
43 O -3.07 -2.49 -2.40
44 O -3.21 -0.60 -3.42
45 H -3.21 -2.23 -0.08
46 H -1.97 -1.55 4.26
47 O -0.40 -0.23 5.43
48 H 0.15 0.18 6.10
49 H 1.94 0.88 4.88
50 H 2.93 1.05 2.60
51 C 3.73 -1.71 0.24
52 C 3.65 -2.47 -1.08
53 H 2.68 -2.31 -1.53
54 H 4.42 -2.13 -1.77
55 H 3.79 -3.53 -0.90
56 H 4.70 -1.86 0.72
57 H 2.95 -2.07 0.92
58 H 5.33 -0.11 -0.86
59 H 4.03 0.87 -1.56



(8)
# C21H26N5O3S5Y

A molecular structure, C21H26N5O3S5Y (wB97M-V/def2-TZVPD, the Open Molecules 2025 dataset).

For the frontier orbital gap, the calculation gives 5.50 eV. Its charge is 0. As for the maximum force: 0.045 Eh/bohr.

Geometry (Å):
1 Y 0.57 0.53 1.33
2 C 2.38 4.50 -0.45
3 C 3.62 3.99 -0.99
4 C 4.00 2.96 -0.13
5 C 3.08 2.85 0.92
6 C 2.04 3.78 0.68
7 H 1.84 5.28 -0.87
8 H 4.16 4.33 -1.87
9 H 4.91 2.37 -0.23
10 H 3.16 2.23 1.80
11 H 1.18 3.92 1.29
12 N -6.93 -1.64 -1.14
13 C -5.93 -1.05 -0.43
14 C -5.97 0.32 0.04
15 C -4.84 0.83 0.68
16 C -3.78 0.00 0.98
17 C -3.75 -1.36 0.63
18 C -4.82 -1.90 -0.07
19 S -2.40 0.54 1.94
20 O -2.87 0.89 3.23
21 O -1.36 -0.54 1.92
22 N -1.66 1.78 1.19
23 C -1.42 1.74 -0.21
24 N -0.12 1.59 -0.56
25 C 0.29 1.93 -1.80
26 C -0.64 2.30 -2.76
27 C -2.00 2.30 -2.34
28 N -2.35 2.06 -1.12
29 H -7.78 -1.14 -1.36
30 H -6.74 -2.56 -1.44
31 H -6.85 0.94 -0.05
32 H -4.78 1.86 0.98
33 H -2.94 -1.98 1.00
34 H -4.85 -2.94 -0.44
35 H 1.32 2.00 -1.96
36 H -0.32 2.59 -3.75
37 H -2.84 2.54 -3.01
38 C 0.97 -3.80 -0.20
39 C 0.25 -2.75 -1.04
40 S 1.06 -1.13 -1.23
41 C 2.72 -1.55 -1.82
42 C 3.76 -1.00 -0.89
43 S 3.20 -0.78 0.81
44 C 3.80 -2.10 1.86
45 C 3.10 -3.44 1.62
46 S 1.29 -3.26 1.48
47 H 1.88 -4.12 -0.71
48 H 0.32 -4.65 -0.09
49 H -0.66 -2.48 -0.49
50 H 0.02 -3.12 -2.05
51 H 2.72 -0.96 -2.75
52 H 2.83 -2.61 -2.06
53 H 4.12 -0.05 -1.24
54 H 4.63 -1.68 -0.83
55 H 3.66 -1.78 2.89
56 H 4.91 -2.20 1.63
57 H 3.28 -4.09 2.51
58 H 3.57 -3.99 0.77
59 O 0.63 2.23 2.92
60 S 1.58 1.45 3.89
61 N 1.76 0.03 3.42



- Among the records above, which one has the highest charge?
  C21H26N4O3ReS



- What is the maximum force in the sixth record?
  0.104 Eh/bohr



- Which formula does entry 3 have?
  C21H26N4O3ReS



What did the eighth record say?
# C21H26N5O3S5Y

A molecular structure, C21H26N5O3S5Y (wB97M-V/def2-TZVPD, the Open Molecules 2025 dataset).

For the frontier orbital gap, the calculation gives 5.50 eV. Its charge is 0. As for the maximum force: 0.045 Eh/bohr.

Geometry (Å):
1 Y 0.57 0.53 1.33
2 C 2.38 4.50 -0.45
3 C 3.62 3.99 -0.99
4 C 4.00 2.96 -0.13
5 C 3.08 2.85 0.92
6 C 2.04 3.78 0.68
7 H 1.84 5.28 -0.87
8 H 4.16 4.33 -1.87
9 H 4.91 2.37 -0.23
10 H 3.16 2.23 1.80
11 H 1.18 3.92 1.29
12 N -6.93 -1.64 -1.14
13 C -5.93 -1.05 -0.43
14 C -5.97 0.32 0.04
15 C -4.84 0.83 0.68
16 C -3.78 0.00 0.98
17 C -3.75 -1.36 0.63
18 C -4.82 -1.90 -0.07
19 S -2.40 0.54 1.94
20 O -2.87 0.89 3.23
21 O -1.36 -0.54 1.92
22 N -1.66 1.78 1.19
23 C -1.42 1.74 -0.21
24 N -0.12 1.59 -0.56
25 C 0.29 1.93 -1.80
26 C -0.64 2.30 -2.76
27 C -2.00 2.30 -2.34
28 N -2.35 2.06 -1.12
29 H -7.78 -1.14 -1.36
30 H -6.74 -2.56 -1.44
31 H -6.85 0.94 -0.05
32 H -4.78 1.86 0.98
33 H -2.94 -1.98 1.00
34 H -4.85 -2.94 -0.44
35 H 1.32 2.00 -1.96
36 H -0.32 2.59 -3.75
37 H -2.84 2.54 -3.01
38 C 0.97 -3.80 -0.20
39 C 0.25 -2.75 -1.04
40 S 1.06 -1.13 -1.23
41 C 2.72 -1.55 -1.82
42 C 3.76 -1.00 -0.89
43 S 3.20 -0.78 0.81
44 C 3.80 -2.10 1.86
45 C 3.10 -3.44 1.62
46 S 1.29 -3.26 1.48
47 H 1.88 -4.12 -0.71
48 H 0.32 -4.65 -0.09
49 H -0.66 -2.48 -0.49
50 H 0.02 -3.12 -2.05
51 H 2.72 -0.96 -2.75
52 H 2.83 -2.61 -2.06
53 H 4.12 -0.05 -1.24
54 H 4.63 -1.68 -0.83
55 H 3.66 -1.78 2.89
56 H 4.91 -2.20 1.63
57 H 3.28 -4.09 2.51
58 H 3.57 -3.99 0.77
59 O 0.63 2.23 2.92
60 S 1.58 1.45 3.89
61 N 1.76 0.03 3.42